This record from the Open Molecules 2025 dataset describes a structure of composition C25H56N2NiO5 at a distorted geometry. The level of theory is ωB97M-V/def2-TZVPD.

Geometry (Å):
Ni -0.409 -0.751 -0.108
C 3.151 2.173 -4.183
C 1.960 3.114 -3.733
C 2.207 4.468 -4.394
C 1.835 4.534 -5.887
C 0.374 4.091 -5.992
C 0.059 2.659 -5.470
N 0.617 2.577 -4.099
O 0.340 1.333 -3.482
C 0.612 1.700 -6.532
C -1.476 2.517 -5.505
C 2.120 3.332 -2.133
H 3.175 1.998 -5.258
H 3.111 1.180 -3.735
H 4.085 2.694 -3.972
H 3.282 4.633 -4.462
H 1.697 5.216 -3.788
H 2.506 3.935 -6.502
H 1.874 5.519 -6.351
H 0.118 4.145 -7.050
H -0.225 4.858 -5.502
H 0.049 1.529 -7.450
H 0.631 0.675 -6.160
H 1.650 1.853 -6.829
H -1.814 1.522 -5.214
H -1.863 2.663 -6.513
H -1.895 3.291 -4.862
H 3.126 3.675 -1.891
H 2.022 2.406 -1.567
H 1.446 4.071 -1.700
C 1.034 2.232 4.798
C 1.051 0.890 5.611
C 0.258 1.263 6.925
C -0.350 0.028 7.631
C -1.160 -0.863 6.742
C -0.377 -1.352 5.520
N 0.237 -0.192 4.870
O 0.905 -0.568 3.642
C -1.475 -2.074 4.683
C 0.580 -2.453 5.998
C 2.423 0.527 6.043
H 0.015 2.561 4.600
H 1.663 2.215 3.908
H 1.470 3.011 5.424
H -0.522 2.004 6.745
H 0.816 1.841 7.662
H -0.947 0.368 8.477
H 0.470 -0.566 8.033
H -2.027 -0.236 6.534
H -1.575 -1.666 7.352
H -1.026 -2.561 3.818
H -2.249 -1.430 4.265
H -2.038 -2.825 5.237
H 1.343 -2.197 6.733
H 1.111 -2.879 5.146
H -0.044 -3.230 6.439
H 2.460 -0.302 6.749
H 2.932 1.373 6.505
H 3.041 0.152 5.227
C -3.660 -3.290 -3.150
C -4.101 -2.371 -1.993
C -5.561 -2.555 -1.537
O -3.272 -2.614 -0.870
H -4.413 -3.430 -3.926
H -3.560 -4.324 -2.823
H -2.719 -3.044 -3.643
H -4.021 -1.357 -2.385
H -5.922 -1.628 -1.091
H -5.727 -3.432 -0.911
H -6.208 -2.581 -2.414
H -3.487 -3.479 -0.515
C 1.703 -6.030 -1.529
C 1.850 -5.042 -0.317
C 3.229 -5.033 0.272
O 1.589 -3.834 -0.949
H 2.062 -7.011 -1.217
H 2.395 -5.806 -2.341
H 0.713 -6.175 -1.962
H 1.113 -5.247 0.459
H 3.290 -4.362 1.128
H 3.927 -4.683 -0.489
H 3.505 -6.006 0.677
H 2.018 -3.860 -1.808
C -2.881 2.942 0.108
O -2.506 1.756 0.843
H -3.219 2.668 -0.892
H -3.657 3.558 0.561
H -2.034 3.619 0.001
H -2.826 1.969 1.722

2S+1: 3
M: 523.43 g mol⁻¹
<S²>: 2.010
Highest occupied orbital energy (spin up / spin down): -4.2 / -4.2 eV
Total charge: 0
F_max: 5.59 eV/Å
Relative energy (zero: lowest compared OMol25 entry of this formula, charge and spin): 834.4 kJ/mol